(1)
Formula: C4H4DyO5
Source: OMol25
Level of theory: ωB97M-V/def2-TZVPD

* <S²>: 9.37
* max |F|: 5.04 eV Å⁻¹

```
! RIJCOSX wB97M-V def2-TZVPD def2/J DEFGRID3
* xyz 1 6
O -1.339 0.208 0.266
C -1.162 1.197 3.947
O -1.782 0.905 4.836
Dy -0.038 1.428 1.375
O 1.266 -0.922 -1.090
C 2.108 -0.324 -0.209
C 0.134 -0.255 -1.660
O 3.169 -0.896 0.004
O 1.729 0.774 0.330
C -1.186 -0.494 -0.933
H 0.056 -0.658 -2.679
H 0.340 0.825 -1.740
H -1.328 -1.582 -0.780
H -1.967 -0.205 -1.668
*
```


(2)
Formula: C4H4EuO6
Source: OMol25
Level of theory: ωB97M-V/def2-TZVPD

* <S²>: 15.76
* max |F|: 2.34 eV Å⁻¹

```
! RIJCOSX wB97M-V def2-TZVPD def2/J DEFGRID3
* xyz 0 8
O -1.495 0.136 4.038
C -0.707 0.404 5.060
O 0.561 0.144 4.813
O -1.116 0.854 6.138
Eu 0.183 -0.601 2.719
O 0.623 -1.334 -1.962
C 0.479 -0.584 -0.907
C 0.301 -0.578 -3.156
O 0.572 -1.024 0.233
O 0.132 0.645 -1.178
C 0.039 0.833 -2.606
H 1.161 -0.624 -3.829
H -0.569 -1.046 -3.627
H -0.961 1.212 -2.838
H 0.798 1.563 -2.899
*
```


(3)
Formula: C4H4F2N2
Source: OMol25
Level of theory: ωB97M-V/def2-TZVPD

* max |F|: 12.91 eV Å⁻¹
* SMILES: C#C/C(=N/N)C(F)F

```
! RIJCOSX wB97M-V def2-TZVPD def2/J DEFGRID3
* xyz 0 1
C -2.735 -1.104 -0.049
C -1.554 -0.341 -0.139
C -0.173 -0.333 0.112
N 0.624 -1.373 -0.044
N 1.936 -1.463 0.153
C 0.260 0.959 0.357
F -0.717 1.783 0.085
F 1.372 1.253 -0.480
H -3.709 -1.142 -0.372
H 2.370 -0.334 0.375
H 2.327 -2.227 -0.355
H 0.413 1.141 1.459
*
```


(4)
Formula: C4H4F2O
Source: OMol25
Level of theory: ωB97M-V/def2-TZVPD

* max |F|: 6.50 eV Å⁻¹

```
! RIJCOSX wB97M-V def2-TZVPD def2/J DEFGRID3
* xyz 0 1
C 0.659 -1.271 0.020
C 0.803 0.179 -0.105
C -0.093 1.095 0.147
C -1.485 0.809 -0.084
H -0.523 -1.806 -0.493
H 1.563 -1.868 -0.249
H 0.540 -1.357 1.314
H -2.133 1.641 0.334
O -1.698 -0.425 -0.414
F 2.182 0.581 -0.320
F 0.184 2.422 -0.152
*
```


(5)
Formula: C4H4F3O3P
Source: OMol25
Level of theory: ωB97M-V/def2-TZVPD

* max |F|: 3.72 eV Å⁻¹

```
! RIJCOSX wB97M-V def2-TZVPD def2/J DEFGRID3
* xyz 0 1
C -1.496 -0.749 0.508
C -2.825 -1.116 -0.167
C 1.281 0.575 -0.513
C 2.522 1.328 -0.446
O -1.217 -0.145 1.533
O 1.366 -1.351 1.749
O -0.403 -1.092 -0.233
F 3.496 1.060 0.430
F 3.072 1.493 -1.614
F 2.164 2.673 -0.140
P 0.803 -0.496 0.696
H -3.546 -1.560 0.637
H -3.263 -0.175 -0.472
H -2.534 -1.743 -0.988
H 0.579 1.300 -0.981
*
```


(6)
Formula: C4H4FN
Source: OMol25
Level of theory: ωB97M-V/def2-TZVPD

* max |F|: 3.66 eV Å⁻¹
* SMILES: Fc1cc[nH]c1

```
! RIJCOSX wB97M-V def2-TZVPD def2/J DEFGRID3
* xyz 0 1
F 1.133 1.684 0.595
C 0.351 0.640 0.176
C -0.149 -0.423 1.050
C -0.800 -1.336 0.317
N -0.629 -0.938 -1.009
C 0.032 0.208 -1.086
H -0.052 -0.449 2.159
H -1.376 -2.133 0.693
H -1.134 -1.250 -1.809
H 0.169 0.706 -2.073
*
```


(7)
Formula: C4H4FNS
Source: OMol25
Level of theory: ωB97M-V/def2-TZVPD

* max |F|: 3.48 eV Å⁻¹
* SMILES: C[C@@](F)(C#N)C=S

```
! RIJCOSX wB97M-V def2-TZVPD def2/J DEFGRID3
* xyz 0 1
C -0.415 -0.643 1.012
C -0.172 0.025 -0.396
F -0.890 -0.668 -1.314
C -0.854 1.363 -0.366
N -1.358 2.370 -0.294
C 1.317 -0.100 -0.792
S 2.488 0.808 -0.231
H -1.471 -0.518 1.368
H -0.198 -1.686 0.956
H 0.147 -0.066 1.674
H 1.406 -0.884 -1.618
*
```


(8)
Formula: C4H4FNS2
Source: OMol25
Level of theory: ωB97M-V/def2-TZVPD

* max |F|: 0.90 eV Å⁻¹
* SMILES: F[C@@]12C[C@@H]1SNC2=S

```
! RIJCOSX wB97M-V def2-TZVPD def2/J DEFGRID3
* xyz 0 1
F 0.997 1.622 -0.957
C 0.376 0.631 -0.259
C -0.509 1.008 0.870
C -1.108 0.428 -0.382
S -1.475 -1.320 -0.442
N 0.203 -1.671 -0.169
C 1.113 -0.679 -0.184
S 2.734 -0.866 -0.139
H -0.647 2.063 1.014
H -0.509 0.393 1.778
H -1.690 1.039 -1.068
H 0.514 -2.647 -0.063
*
```


(9)
Formula: C4H4FP
Source: OMol25
Level of theory: ωB97M-V/def2-TZVPD

* max |F|: 3.45 eV Å⁻¹
* SMILES: C#CP/C=C/F

```
! RIJCOSX wB97M-V def2-TZVPD def2/J DEFGRID3
* xyz 0 1
C -2.813 0.718 -0.369
C -1.752 0.205 -0.264
P -0.461 -1.007 -0.157
C 1.004 -0.051 0.412
C 2.159 -0.104 -0.315
F 3.251 0.556 -0.012
H -3.673 1.224 -0.443
H -0.974 -1.311 1.067
H 1.016 0.331 1.371
H 2.243 -0.561 -1.291
*
```


(10)
Formula: C4H4GaO2
Source: OMol25
Level of theory: ωB97M-V/def2-TZVPD

* <S²>: 0.78
* max |F|: 8.49 eV Å⁻¹

```
! RIJCOSX wB97M-V def2-TZVPD def2/J DEFGRID3
* xyz 2 2
O 2.009 -1.236 0.937
C 2.300 -0.719 -0.140
C 1.334 0.310 -0.409
H 3.015 -1.137 -0.869
H 1.699 1.344 -0.426
C -0.358 0.145 0.249
C -1.593 0.383 -0.312
O -2.716 -0.043 -0.239
Ga -4.412 0.288 -0.182
H -0.212 -0.726 0.895
H -1.066 1.391 0.495
*
```


(11)
Formula: C4H4HgO2
Source: OMol25
Level of theory: ωB97M-V/def2-TZVPD

* max |F|: 4.49 eV Å⁻¹

```
! RIJCOSX wB97M-V def2-TZVPD def2/J DEFGRID3
* xyz 2 1
O -1.100 -1.288 -2.688
C -0.844 -1.231 -1.437
C -0.691 -0.408 -0.540
C -0.443 0.157 0.756
C 0.797 -0.089 1.498
H -1.316 0.473 1.331
H 0.793 -0.009 2.585
H 1.560 -0.725 1.048
H -0.916 -0.316 -3.012
Hg 1.541 2.251 -0.380
O 0.620 1.184 0.839
*
```


(12)
Formula: C4H4I2NO3
Source: OMol25
Level of theory: ωB97M-V/def2-TZVPD

* max |F|: 2.68 eV Å⁻¹

```
! RIJCOSX wB97M-V def2-TZVPD def2/J DEFGRID3
* xyz -1 1
C -1.777 -0.519 -1.066
C -0.336 1.261 0.145
C -0.301 -0.238 -0.372
C 1.060 -1.232 1.228
N 0.776 1.532 0.919
O -2.611 -0.909 -0.271
O -1.771 -0.273 -2.260
O -0.112 -1.058 0.687
I 2.770 -1.624 0.048
I 2.465 2.050 -0.044
H -0.475 1.858 -0.766
H -1.230 1.346 0.776
H 0.499 -0.326 -1.126
H 1.043 -1.868 2.103
*
```


Number 1: electronic energy -38526.7628 eV. Number 2: electronic energy -35827.2142 eV. Number 3: electronic energy -12621.2211 eV. Number 4: electronic energy -11690.8240 eV. Number 5: electronic energy -27795.9468 eV. Number 6: electronic energy -8419.4817 eV. Number 7: electronic energy -19253.8787 eV. Number 8: electronic energy -30089.4474 eV. Number 9: electronic energy -16215.6030 eV. Number 10: electronic energy -60654.8108 eV. Number 11: electronic energy -12454.8488 eV. Number 12: electronic energy -28044.5553 eV.